The following is a quantum chemistry calculation of a cluster of 2 separate species, CH3FINS in total, from the OMol25 dataset.

```
8
Properties=species:S:1:pos:R:3:nbo_charge:R:1
C -1.352 0.754 0.152 -0.103
N -0.988 -0.321 -0.486 -0.605
S -0.452 -1.867 -0.385 0.854
F -0.458 -2.484 1.184 -0.516
H -1.413 1.662 -0.458 0.191
H -1.349 0.874 1.221 0.181
I 2.543 1.064 -0.091 -0.102
H 3.470 0.319 -1.137 0.101
```

Summary:
molecular weight: 207.01 Da
SMILES string: C=NSF.I
relative energy (zero: lowest compared OMol25 entry of this formula, charge and spin): 10.2 kcal/mol
HOMO: -9.1764 eV
gap between HOMO and LUMO: 9.5 eV
net charge: 0


The following is a quantum chemistry calculation of the molecule C3H2ClNS, from the OMol25 dataset.

```
8
Properties=species:S:1:pos:R:3:nbo_charge:R:1
C 0.306 -1.157 0.006 -0.127
C -0.790 1.510 -0.087 -0.614
C 1.234 -0.236 0.045 0.022
N -1.024 -1.107 -0.058 -0.770
S -1.868 0.270 0.052 0.821
Cl 2.747 0.346 -0.036 0.202
H 0.534 -2.144 -0.167 0.262
H -1.139 2.518 0.244 0.203
```

Summary:
molecular weight: 119.58 Da
relative energy (zero: lowest compared OMol25 entry of this formula, charge and spin): 145.6 kcal/mol
HOMO (alpha / beta): -8.2077 / -8.2078 eV
gap between HOMO and LUMO (alpha / beta): 7.1 / 7.1 eV
net charge: 0


Number 1: maximum force 2.79 eV/A. Number 2: maximum force 2.89 eV/A.